(P)
{"formula": "C10H16N2O7", "method": "wB97M-V/def2-TZVPD", "homo_ev": -9.533, "orbital_gap_ev": 9.644, "smiles": "N[C@@H](CCC(=O)O)C(=O)N[C@@H](CCC(=O)O)C(=O)O", "elements": ["O", "O", "O", "O", "O", "O", "O", "N", "N", "C", "C", "C", "C", "C", "C", "C", "C", "C", "C", "H", "H", "H", "H", "H", "H", "H", "H", "H", "H", "H", "H", "H", "H", "H", "H"], "positions_angstrom": [[-4.5065, -0.5154, -2.4843], [0.5617, -2.2517, 1.0219], [-4.0391, -1.0844, -0.2497], [4.8178, 0.6894, -0.4405], [0.7226, 2.3666, -0.4445], [0.2981, -2.6133, 3.1860], [3.3268, 2.2417, -0.9177], [-0.7985, -0.6181, -1.6698], [1.2440, 0.1454, -0.5315], [0.8725, -1.9546, 2.1179], [2.3503, 0.3355, 0.3053], [-2.1144, 1.5247, -0.5547], [-4.0946, -0.2291, -1.3714], [-3.5329, 1.2416, -1.0831], [1.9950, -1.0957, 2.4642], [3.6828, 1.0573, -0.3233], [-0.8600, 0.9318, -1.4512], [2.8822, -0.8618, 1.2416], [0.4117, 1.2417, -0.6897], [2.5546, -1.6894, 3.1288], [3.0224, -1.8981, 0.6836], [-1.4814, -1.0564, -0.9875], [-2.0189, 2.5420, -0.4399], [-0.3065, -3.2677, 2.6035], [-1.1730, -0.8062, -2.6949], [1.5969, -0.4016, 3.2095], [-4.1600, -2.0784, -0.5506], [-1.8392, 1.1927, 0.5376], [-3.7939, 1.8855, -2.0303], [3.9575, -0.6246, 1.3440], [2.0834, 0.9254, 1.1135], [-0.7482, 1.4460, -2.4663], [2.5429, 2.5967, -0.4723], [-4.3987, 1.4728, -0.2426], [0.9425, -0.7900, -0.8615]]}

(Q)
{"formula": "C10H16N2O7", "method": "wB97M-V/def2-TZVPD", "homo_ev": -9.556, "orbital_gap_ev": 9.745, "smiles": "N[C@@H](CCC(=O)O)C(=O)N[C@@H](CCC(=O)O)C(=O)O", "elements": ["O", "O", "O", "O", "O", "O", "O", "N", "N", "C", "C", "C", "C", "C", "C", "C", "C", "C", "C", "H", "H", "H", "H", "H", "H", "H", "H", "H", "H", "H", "H", "H", "H", "H", "H"], "positions_angstrom": [[-4.3532, -1.9753, -1.1452], [-2.1880, -2.6543, -0.9130], [-2.4505, 0.3600, -0.7850], [4.3666, 1.6396, -0.0327], [3.8897, 3.1210, -1.6562], [2.9429, -0.7944, 0.9303], [1.1327, -2.0254, 0.7155], [-0.1364, -0.0738, -1.0236], [-2.0116, 1.1433, 1.8489], [-1.2962, 0.0318, 1.2731], [3.5281, 2.2669, -0.6292], [-1.9940, -1.2817, 1.6390], [-1.2857, 0.2289, -0.3077], [1.7386, -1.0457, 0.3778], [1.1561, 0.1192, -0.4773], [-3.1323, -2.0372, -0.5397], [-3.3453, -1.4841, 0.8567], [1.3783, 1.4743, 0.3811], [2.0653, 2.5157, -0.4699], [-1.3735, -2.1403, 1.3092], [-4.1994, -2.4399, -1.9485], [-1.4097, 1.9662, 1.7334], [-2.8409, 1.2429, 1.1861], [1.9228, 1.3565, 1.2947], [-3.9763, -2.2989, 1.2254], [1.9080, 3.5676, -0.2576], [0.3433, 1.8456, 0.6740], [-0.2117, -0.3825, -2.0126], [1.6596, 2.3418, -1.5047], [1.7955, 0.2832, -1.3536], [4.7717, 2.8694, -1.8442], [-3.8381, -0.5461, 0.9964], [-2.1705, -1.3436, 2.7339], [3.3851, 0.0186, 0.7475], [-0.3289, 0.0768, 1.7104]]}

Short version: (Q) is the most stable of them.

(P)
{"formula": "C6H10O3", "method": "wB97M-V/def2-TZVPD", "homo_ev": -8.603, "orbital_gap_ev": 9.050, "smiles": "C=COC(O)(O)C(=C)C", "elements": ["O", "O", "O", "C", "C", "C", "C", "C", "C", "H", "H", "H", "H", "H", "H", "H", "H", "H", "H"], "positions_angstrom": [[-0.9793, -1.2176, 0.5926], [0.1529, -1.6472, -1.3404], [1.2034, -1.9710, 0.5788], [1.0399, 0.8050, 1.4641], [0.2691, -1.2232, -0.0527], [1.1865, 1.0303, -0.9965], [0.6460, 0.4179, 0.0642], [-1.9950, 0.4642, -0.9155], [-1.5422, 0.0306, 0.2903], [-0.5344, -1.0933, -1.7712], [0.1984, 0.7081, 2.1515], [-1.7953, 0.0666, -1.8967], [0.7707, -2.6080, 1.1614], [1.3721, 1.8407, 1.5113], [-2.6193, 1.3406, -0.9730], [1.9381, 1.7982, -0.8947], [1.8510, 0.1840, 1.8419], [0.9194, 0.7532, -2.0052], [-2.0822, 0.3209, 1.1898]]}

(Q)
{"formula": "C6H10O3", "method": "wB97M-V/def2-TZVPD", "homo_ev": [-6.757, -6.430], "orbital_gap_ev": [7.285, 7.060], "elements": ["O", "O", "O", "C", "C", "C", "C", "C", "C", "H", "H", "H", "H", "H", "H", "H", "H", "H", "H"], "positions_angstrom": [[1.2571, -0.6403, -1.0494], [-0.0129, -1.9590, 0.3284], [1.9492, -0.8813, 1.1350], [0.7458, 3.2986, 1.3143], [-0.2205, 2.3819, 0.8436], [-1.0217, -2.2801, -0.4429], [-1.3667, -1.8831, -1.8295], [-0.9751, 1.5201, 0.4434], [1.1371, -1.3784, 0.0419], [2.0873, -0.1608, -1.0638], [0.2790, 4.1074, 1.8028], [-1.6584, 0.6895, 0.3319], [1.2486, 2.8006, 2.1238], [1.3613, 3.6194, 0.4996], [-1.7849, -2.6765, 0.1298], [-1.9413, -0.9833, -1.8894], [1.5779, -1.0941, 2.0246], [-0.5782, -1.9046, -2.4576], [-2.0838, -2.5758, -2.2866]]}

Short version: (P) is the most stable of them.

(P)
{"formula": "C34H27F4Si", "method": "wB97M-V/def2-TZVPD", "homo_ev": -11.982, "charge": 1, "orbital_gap_ev": 6.298, "elements": ["Si", "F", "F", "F", "F", "C", "C", "C", "C", "C", "C", "C", "C", "C", "C", "C", "C", "C", "C", "C", "C", "C", "C", "C", "C", "C", "C", "C", "C", "C", "C", "C", "C", "C", "C", "C", "C", "C", "C", "H", "H", "H", "H", "H", "H", "H", "H", "H", "H", "H", "H", "H", "H", "H", "H", "H", "H", "H", "H", "H", "H", "H", "H", "H", "H", "H"], "positions_angstrom": [[1.3020, -1.1678, 0.9608], [-0.8736, 5.4207, -0.7041], [0.3094, -1.7773, -6.7058], [3.1339, 1.8560, -7.7889], [2.4104, 6.3673, -4.0039], [1.8094, -1.3398, 3.7233], [0.8324, -0.5425, -6.3949], [0.9422, 3.1804, -2.9727], [5.2089, 0.1049, 1.2969], [-0.1799, -5.0510, 1.1267], [0.8889, -3.3494, -0.8226], [1.4855, -1.3183, 5.0862], [-0.0132, -5.5103, -0.1844], [0.7425, 5.9536, -2.3674], [-0.7082, -0.4439, 4.5388], [0.8716, -0.9356, 2.7596], [2.2491, 1.2396, -6.9269], [1.8372, 4.0982, -3.5426], [1.6738, 0.0455, -7.3336], [-0.0187, 4.9997, -1.6963], [-0.3836, -0.4661, 3.1749], [0.2228, -0.8726, 5.4946], [1.6235, 0.7930, -2.3119], [1.1542, 1.2283, -4.7647], [3.8965, -2.2209, 0.4494], [0.0768, 3.6391, -1.9665], [0.8707, 1.6824, -3.3106], [5.9523, -0.9996, 0.8578], [0.7468, -2.8938, 0.4986], [0.5133, -4.6564, -1.1602], [3.8094, 0.0471, 1.2985], [1.6547, 5.4616, -3.2906], [5.2947, -2.1625, 0.4348], [2.0311, 1.8291, -5.6763], [0.1896, -3.7439, 1.4646], [0.4145, 0.0499, -0.1639], [1.2491, 0.9681, -0.9077], [3.1509, -1.1175, 0.8806], [0.5501, 0.0166, -5.1499], [7.0426, -0.9499, 0.8337], [5.8679, -3.0259, 0.0923], [0.6408, -4.9999, -2.1871], [-0.3071, -6.5258, -0.4470], [1.3971, -0.2546, -2.5773], [1.8900, -0.4027, -8.2988], [-0.5201, 2.9296, -1.3868], [2.6718, 3.7740, -4.1594], [3.2298, 0.9131, 1.6320], [1.6161, 1.8511, -0.3916], [-1.1110, -0.1286, 2.4324], [-0.1269, -0.5002, -4.4676], [2.7094, 0.9493, -2.4341], [-0.1924, 1.4127, -3.1641], [0.0461, -3.3859, 2.4873], [0.6392, 7.0093, -2.1645], [2.5799, 2.7369, -5.4390], [2.8013, -1.6791, 3.4151], [1.2991, -2.6866, -1.5926], [3.3869, -3.1305, 0.1279], [-0.2247, 0.6071, 0.5381], [-0.0312, -0.8544, 6.5540], [2.2221, -1.6508, 5.8168], [5.7109, 1.0128, 1.6372], [-0.5966, -5.7037, 1.8933], [-0.1833, -0.6087, -0.8213], [-1.6928, -0.0942, 4.8501]]}

(Q)
{"formula": "C34H27F4Si", "method": "wB97M-V/def2-TZVPD", "homo_ev": -10.821, "charge": 1, "orbital_gap_ev": 4.106, "elements": ["Si", "F", "F", "F", "F", "C", "C", "C", "C", "C", "C", "C", "C", "C", "C", "C", "C", "C", "C", "C", "C", "C", "C", "C", "C", "C", "C", "C", "C", "C", "C", "C", "C", "C", "C", "C", "C", "C", "C", "H", "H", "H", "H", "H", "H", "H", "H", "H", "H", "H", "H", "H", "H", "H", "H", "H", "H", "H", "H", "H", "H", "H", "H", "H", "H", "H"], "positions_angstrom": [[0.5547, -0.7592, 2.3425], [-0.3266, 5.7048, -5.1325], [-0.5540, -0.0170, -7.8089], [-2.4332, 5.5268, -0.8673], [-2.7598, -3.0406, -4.8680], [-0.6978, -4.5475, 1.3066], [2.2752, -0.7942, 1.6485], [-2.2720, -1.7823, -5.1371], [0.0535, 0.8444, 0.0953], [0.8507, 0.9100, 6.6732], [-2.0147, 4.8973, -2.0172], [-2.4331, -0.7919, -4.1892], [1.8681, -0.2521, 4.8007], [-1.1800, 3.6333, -4.3572], [-0.7985, -4.4247, 3.7266], [1.9512, 0.2585, 6.1029], [-0.3383, 1.0424, 5.9448], [-1.6426, -1.5656, -6.3669], [-0.4314, 0.5249, 4.6477], [2.9386, 0.4300, 1.4968], [-1.9546, 0.5353, -4.4518], [-0.9793, -5.1467, 2.5405], [2.8679, -1.9789, 1.1999], [0.6803, -0.1048, 4.0735], [-1.8614, 2.8695, -3.3604], [-1.2991, 0.7688, -5.7001], [-0.6176, 0.2611, 1.3106], [-0.2330, -3.2275, 1.2573], [-1.1699, -0.2752, -6.6035], [-2.1816, 1.4936, -3.4366], [4.1915, 0.4706, 0.8743], [-0.9620, 4.9861, -4.1433], [4.1254, -1.9345, 0.5860], [-1.3635, 5.6608, -2.9910], [4.7856, -0.7126, 0.4201], [-0.3319, -3.1054, 3.6837], [0.1058, 0.1994, -1.0805], [-0.0504, -2.5111, 2.4480], [-2.2640, 3.5476, -2.1619], [-1.4324, -0.4243, 1.0258], [5.7630, -0.6813, -0.0676], [0.5884, 0.6606, -1.9432], [2.7254, -0.7597, 4.3489], [-2.7155, 1.1089, -2.5660], [-2.9237, -1.0089, -3.2387], [0.9188, 1.3144, 7.6864], [4.5808, -2.8604, 0.2308], [2.4676, 1.3538, 1.8472], [-0.3050, -0.8078, -1.1884], [-2.7665, 2.9890, -1.3701], [-1.2000, 1.5478, 6.3839], [-1.3635, 0.6091, 4.0826], [-0.1834, -2.5368, 4.6056], [0.5125, 1.8330, 0.2224], [-0.8330, 3.1829, -5.2790], [-1.0223, 1.0498, 1.9626], [4.6959, 1.4290, 0.7417], [2.8784, 0.1466, 6.6671], [-1.0227, -4.8843, 4.6905], [-0.8350, -5.1034, 0.3780], [-1.1851, 6.7243, -2.8626], [2.3487, -2.9310, 1.3288], [-1.5337, -2.3559, -7.1036], [-1.3431, -6.1765, 2.5773], [-0.9071, 1.7440, -5.9617], [-0.0056, -2.7559, 0.2955]]}

Short version: (P) is the most stable of them.

(P)
{"formula": "C5H12N2S", "method": "wB97M-V/def2-TZVPD", "homo_ev": -8.548, "orbital_gap_ev": 9.389, "smiles": "C/N=C(\\C)NCCS", "elements": ["S", "N", "N", "C", "C", "C", "C", "C", "H", "H", "H", "H", "H", "H", "H", "H", "H", "H", "H", "H"], "positions_angstrom": [[-3.0948, -1.2657, 0.0482], [-0.3670, 0.1152, -1.1094], [1.3511, -1.2664, -0.4920], [2.6194, -1.5183, 0.1492], [0.8013, -0.1173, -0.3824], [-2.2361, 0.2429, 0.5665], [-1.4239, 0.9205, -0.5793], [1.3425, 1.0558, 0.4049], [3.4633, -0.8911, -0.2635], [-4.0316, -0.6735, -0.7325], [2.5717, -1.3305, 1.2295], [-2.9291, 0.9680, 0.9944], [2.4091, 0.9304, 0.6493], [-2.1152, 1.1940, -1.4103], [2.9021, -2.5496, 0.0287], [0.8049, 1.1727, 1.3869], [-0.7027, -0.7813, -1.5137], [-0.9959, 1.8461, -0.1846], [1.1805, 2.0098, -0.1480], [-1.5497, -0.0617, 1.3581]]}

(Q)
{"formula": "C5H12N2S", "method": "wB97M-V/def2-TZVPD", "homo_ev": -8.414, "orbital_gap_ev": 9.209, "elements": ["S", "N", "N", "C", "C", "C", "C", "C", "H", "H", "H", "H", "H", "H", "H", "H", "H", "H", "H", "H"], "positions_angstrom": [[2.4906, -0.1342, -0.4389], [-0.3236, -0.4317, 0.3316], [0.2065, -1.6575, -0.2487], [-0.4428, 0.3116, -0.8277], [-1.3652, 1.4614, -0.6116], [2.3336, 0.8130, 0.9988], [1.3707, -1.5423, -0.5993], [-1.5919, -1.1138, 0.8036], [0.9534, 1.0156, 1.2898], [2.8655, 1.8571, 0.8307], [-1.4094, 2.1289, -1.4741], [2.6830, 0.3173, 1.9874], [-1.1891, 2.1372, 0.3807], [0.6239, 0.6815, -1.2453], [-2.7392, -0.4661, 0.8425], [-1.7964, -1.8451, -0.1413], [-2.4203, 0.9918, -0.6088], [-1.3219, -1.6299, 1.6476], [-0.6915, -0.4327, -1.7391], [1.7642, -2.4621, -1.1777]]}

Short version: (P) is the most stable of them.

(P)
{"formula": "C5H12N2S", "method": "wB97M-V/def2-TZVPD", "homo_ev": -9.004, "orbital_gap_ev": 9.762, "smiles": "C=CC[C@@H](C)[SH](=N)=N", "elements": ["S", "N", "N", "C", "C", "C", "C", "C", "H", "H", "H", "H", "H", "H", "H", "H", "H", "H", "H", "H"], "positions_angstrom": [[-2.2030, 0.4247, 0.1271], [-3.2710, -0.6114, 0.4895], [-2.5445, 1.7481, -0.6235], [1.8686, 0.1707, 0.0607], [2.9077, 0.9371, -0.1006], [-0.2536, -1.7311, -0.3695], [0.4320, 0.5726, 0.3789], [-0.4332, -0.2512, -0.4635], [0.2839, -2.0105, 0.6213], [-1.2599, -2.1531, -0.2317], [3.8593, 0.5925, -0.3928], [0.2222, 1.5870, 0.3474], [2.8048, 1.9449, -0.0160], [0.4252, 0.2933, 1.4847], [1.9017, -0.9034, 0.0185], [-3.9250, -0.8045, -0.2175], [-0.4232, 0.1500, -1.5463], [-2.0170, 0.4644, 1.6496], [-1.7848, 2.0131, -1.2066], [0.2764, -2.1444, -1.2198]]}

(Q)
{"formula": "C5H12N2S", "method": "wB97M-V/def2-TZVPD", "homo_ev": -8.487, "orbital_gap_ev": 9.244, "smiles": "C[C@@H]1CCCS1(=N)=N", "elements": ["S", "N", "N", "C", "C", "C", "C", "C", "H", "H", "H", "H", "H", "H", "H", "H", "H", "H", "H", "H"], "positions_angstrom": [[-0.5479, -1.0167, 0.2868], [-0.2167, -2.2407, -0.9371], [-1.8953, -1.1840, 1.1186], [-0.5215, 0.8071, -0.2250], [1.0420, -1.0339, 1.1426], [1.4580, 0.4553, 1.1748], [0.9638, 1.1669, -0.0258], [-1.0837, 0.8745, -1.5873], [-2.3190, -0.2767, 1.0161], [-0.3960, 0.2318, -2.2781], [-1.0393, 1.3503, 0.5001], [2.5846, 0.5620, 1.3132], [-1.0413, 1.8376, -1.9950], [0.9738, 0.7072, 2.0934], [1.6062, -1.7197, 0.5450], [1.1564, 2.2051, -0.0375], [-1.0133, -2.5030, -1.5627], [-2.1946, 0.5179, -1.7412], [1.4807, 0.8263, -0.8698], [1.0032, -1.5674, 2.0689]]}

Short version: (Q) is the most stable of them.

(P)
{"formula": "C3H3NS2", "method": "wB97M-V/def2-TZVPD", "homo_ev": -9.042, "orbital_gap_ev": 7.652, "smiles": "S=C1C=NCS1", "elements": ["S", "S", "N", "C", "C", "C", "H", "H", "H"], "positions_angstrom": [[1.3739, -1.6429, 0.0597], [3.7602, 0.3507, -0.0292], [-0.1113, 0.6208, 0.0885], [1.0739, 1.0827, 0.0578], [-0.2388, -0.7746, -0.1002], [2.1383, 0.1686, -0.0651], [1.3977, 2.0747, 0.0620], [-0.5155, -1.0322, -1.2319], [-0.9317, -1.0787, 0.6651]]}

(Q)
{"formula": "C3H3NS2", "method": "wB97M-V/def2-TZVPD", "homo_ev": -8.609, "orbital_gap_ev": 7.048, "smiles": "N#CSS.C#C", "elements": ["S", "S", "N", "C", "C", "C", "H", "H", "H"], "positions_angstrom": [[-2.0490, 2.5660, 1.5561], [-1.1908, 0.4148, 1.8030], [0.1095, 0.4882, -0.5659], [1.1384, -1.0565, -1.7641], [0.7422, -1.6022, -0.7828], [-0.4532, 0.5505, 0.4091], [0.2496, -2.0530, 0.0205], [-3.2286, 2.0189, 1.2009], [1.5166, -0.7118, -2.7455]]}

Short version: (P) is the most stable of them.